Density functional theory data (the ωB97M-V functional and the def2-TZVPD basis) for a structure of composition C57H50F5N3O2PSe2TcTe in a non-equilibrium geometry.

Structure (XYZ):
```
122
Properties=species:S:1:pos:R:3:mulliken_charge:R:1
Te 2.0166 2.2349 1.7972 0.617
Tc 0.1054 0.3129 0.1251 1.226
Se 0.7756 -1.8572 0.8571 -0.240
Se -1.8254 -0.4901 -1.1751 -0.241
P 2.7804 0.4915 -2.0008 1.677
F -0.6855 -3.9081 -3.7861 -0.302
F -1.6335 -6.1717 -2.6119 -0.272
F -0.3963 -4.5355 1.5999 -0.300
F 0.4455 -1.9653 -2.3076 0.423
F -1.4478 -6.4822 0.0853 -0.263
O -1.1614 1.0667 3.6081 -0.468
O 1.3956 0.6973 -1.3021 1.796
N -0.8122 0.8617 1.3776 -0.403
N -2.2510 0.3146 -3.8317 0.417
N -1.8366 2.0870 -2.6453 0.620
C -2.6095 1.4571 -6.0741 -0.888
C -2.0532 3.7904 -4.5138 -0.736
C 3.5410 -0.5139 -4.4513 -0.518
C -2.0357 3.7654 1.8252 -0.285
C 2.3329 0.8413 4.5173 1.309
C -1.5489 2.9952 -1.5534 -0.755
C 2.6629 1.9487 6.6554 0.505
C 4.7239 5.2859 0.3272 -0.904
C 3.5862 4.5355 0.5929 1.067
C -2.4804 2.4893 2.1515 0.306
C 2.3353 2.0886 3.8870 -0.006
C -4.7580 3.1761 1.8941 -0.704
C 3.7826 -2.0408 -1.5276 -0.493
C 3.6289 2.0515 -2.0186 0.689
C 3.7428 3.3182 1.2728 1.122
C 5.0050 2.8521 1.6510 0.433
C 1.0541 -0.0644 -5.6056 -0.537
C -1.0033 -5.3699 -0.4865 0.195
C 4.9216 -1.2653 0.8908 -1.104
C -2.9675 4.7503 1.5465 -0.715
C 3.7191 -0.7100 -1.1153 0.313
C 0.0209 -3.1781 -0.2950 0.715
C -4.3254 4.4562 1.5764 -0.514
C -3.8344 2.1857 2.1911 -0.283
C 2.4959 0.7972 5.8942 -0.988
C 2.2559 5.1011 0.1729 -1.801
C 5.2420 1.5788 2.4122 -0.913
C 5.6590 3.3406 -2.0471 -0.858
C -1.0939 -5.2136 -1.8632 0.640
C 5.9943 4.8583 0.6947 0.571
C -2.0591 2.5168 -3.9599 1.018
C 4.4198 -2.9761 -0.7299 -1.071
C 2.0834 -0.6116 -6.3567 -0.830
C -2.3239 3.8665 -5.8659 -0.791
C 2.6569 3.1669 5.9957 -0.953
C 4.2915 -0.3215 0.1002 0.418
C 2.4809 3.2699 4.6163 0.519
C 2.4701 4.6531 4.0303 -1.488
C 4.9827 -2.5890 0.4769 -0.842
C -0.6136 -4.0556 -2.4587 -0.420
C 2.8876 3.2149 -2.2419 -0.663
C -2.5926 2.7198 -6.6315 -0.608
C 3.3264 -0.8331 -5.7813 -0.848
C -2.3371 1.3880 -4.7145 0.313
C 7.2026 5.7038 0.4117 -1.831
C -1.4876 1.4679 2.5365 -0.123
C 6.1114 3.6406 1.3459 -0.846
C 2.1283 -0.4563 3.7859 -0.939
C 5.0180 2.1164 -1.9287 -0.664
C -1.9465 0.7539 -2.5990 -0.608
C 3.5357 4.4281 -2.3789 -0.713
C -0.0521 -3.0631 -1.6718 -1.077
C 1.2567 0.2439 -4.2709 0.352
C 2.4987 0.0117 -3.6889 0.084
C 4.9197 4.4906 -2.2763 -0.643
C 2.8293 1.8677 8.1460 -1.626
C -0.4538 -4.3512 0.2796 0.494
H -2.7976 2.8312 -7.6860 0.437
H 1.0645 -0.6163 3.5835 0.267
H 2.9674 5.3290 -2.5665 0.572
H 4.1307 -1.2497 -6.3706 0.464
H 2.7731 4.0794 6.5664 0.444
H 7.3235 6.4687 1.1801 0.382
H 4.6121 6.2340 -0.1829 0.487
H 6.2375 1.1931 2.1986 0.584
H 5.6010 1.2209 -1.7698 0.533
H 5.4216 5.4417 -2.3798 0.607
H -5.0494 5.2288 1.3659 0.445
H 3.3383 -2.3468 -2.4637 0.523
H 4.4795 -4.0058 -1.0513 0.498
H -5.8138 2.9523 1.9297 0.445
H 1.7085 5.5007 1.0290 0.421
H 8.1112 5.1056 0.3987 0.416
H 4.5210 -0.6669 -4.0166 0.494
H 2.9880 2.8514 8.5810 0.373
H -2.4287 3.5953 -1.3299 0.595
H 2.6634 -0.4779 2.8312 -0.372
H 1.6146 4.3563 -0.3047 0.062
H 5.3699 -0.9697 1.8287 0.391
H 6.7346 3.3941 -1.9673 0.502
H -1.8644 4.6741 -3.9242 0.480
H 7.1130 6.2181 -0.5435 0.355
H -1.3001 2.4232 -0.6620 -0.484
H -4.1646 1.1903 2.4570 0.527
H 1.9454 1.4304 8.6107 0.349
H -2.6379 5.7565 1.3267 0.471
H 0.0957 0.1284 -6.0667 0.447
H 2.4876 -0.1669 6.3863 0.486
H -0.9702 3.9885 1.8186 0.580
H 3.4730 4.9706 3.7394 0.339
H -0.7159 3.6430 -1.8281 0.382
H 1.8085 3.1655 -2.3262 0.484
H -2.8273 0.5794 -6.6628 0.526
H 2.0958 5.3603 4.7666 0.603
H 4.5071 0.8089 2.1727 -1.246
H 2.4063 5.9167 -0.5315 0.522
H 1.8342 4.7209 3.1463 -0.210
H 3.6793 1.2378 8.4086 0.362
H 0.4600 0.6635 -3.6767 -0.242
H -2.3369 4.8325 -6.3460 0.441
H 5.4767 -3.3223 1.0972 0.462
H 5.1746 1.7492 3.4871 0.547
H 7.0926 3.2899 1.6400 0.438
H 2.4720 -1.2927 4.3904 0.454
H -2.3907 -0.6616 -4.0487 0.278
H 4.2455 0.7106 0.4246 -0.145
H 1.9213 -0.8598 -7.3953 0.458
```

## Properties
HOMO level: -12.29 eV
Spin multiplicity: 1
ΔE to the lowest compared entry with this formula, charge and spin: 0.255 eV
Kohn-Sham gap: 0.2159 hartree
Total charge: +2